No. 1
{"formula": "C38H76F10NO8S", "method": "the ωB97M-V functional and the def2-TZVPD basis", "species": ["C", "C", "C", "C", "C", "C", "N", "C", "C", "O", "C", "C", "C", "C", "F", "C", "C", "S", "O", "O", "C", "F", "F", "C", "F", "F", "C", "F", "F", "C", "F", "F", "F", "H", "H", "H", "H", "H", "H", "H", "H", "H", "H", "H", "H", "H", "H", "H", "H", "H", "H", "H", "H", "H", "H", "H", "H", "H", "H", "C", "C", "O", "C", "C", "H", "H", "H", "H", "H", "H", "H", "H", "H", "H", "C", "C", "O", "C", "C", "H", "H", "H", "H", "H", "H", "H", "H", "H", "H", "C", "C", "O", "C", "C", "H", "H", "H", "H", "H", "H", "H", "H", "H", "H", "C", "C", "O", "C", "C", "H", "H", "H", "H", "H", "H", "H", "H", "H", "H", "C", "C", "O", "C", "C", "H", "H", "H", "H", "H", "H", "H", "H", "H", "H"], "xyz": [[1.1277, -2.0356, 3.6818], [1.1891, -0.5921, 4.5243], [2.3307, 0.3131, 3.7728], [-0.2881, 0.1078, 4.6452], [-0.2681, 1.7574, 4.6571], [-0.4789, 2.2116, 3.0612], [0.4609, 2.9460, 2.3276], [1.7964, 3.5219, 2.7423], [1.7918, 5.1905, 2.8527], [0.3999, 5.7215, 2.9454], [-0.1686, 3.0561, 0.9236], [0.4270, 4.2035, -0.1025], [1.8224, 3.6177, -0.7450], [1.6133, 2.9587, -2.2649], [2.8714, 4.6919, -0.7345], [-1.7779, 2.7485, 0.8614], [-1.8568, 1.8098, 2.2033], [-3.5287, 2.1394, 2.9802], [-3.5768, 1.8339, 4.5284], [-3.9943, 3.6436, 2.8665], [-4.9308, 1.0682, 2.2471], [-5.9107, 0.8722, 3.3803], [-4.4514, -0.2954, 1.8939], [-5.7692, 1.8274, 1.0584], [-6.6079, 2.9809, 1.5572], [-4.8294, 2.4572, 0.0568], [-6.7546, 0.8450, 0.1772], [-6.0101, -0.2032, -0.6049], [-7.4821, 1.6657, -0.8550], [-7.8990, 0.0595, 1.0492], [-7.3801, -1.1382, 1.7738], [-8.6810, 0.9351, 1.9737], [-8.9119, -0.4777, 0.0654], [0.3183, -2.7677, 4.1052], [0.9925, -1.7650, 2.5461], [2.2265, -2.4829, 3.7806], [1.5719, -0.8418, 5.6022], [2.6454, 1.1612, 4.5516], [2.0134, 0.7403, 2.7280], [3.3386, -0.2962, 3.5774], [-0.9363, -0.3288, 3.7429], [-0.8171, -0.3196, 5.6254], [-1.1278, 2.2253, 5.3405], [0.7421, 2.1766, 5.1116], [2.1819, 3.1533, 3.7981], [2.6788, 3.2573, 1.9831], [2.4423, 5.4744, 3.7928], [2.3711, 5.5986, 1.9001], [0.3842, 6.5026, 2.3085], [0.2770, 2.0651, 0.4290], [0.5150, 5.2697, 0.3738], [-0.3670, 4.2811, -0.9890], [2.2865, 2.7289, -0.0978], [0.8136, 2.0895, -2.1031], [1.2838, 3.7450, -3.0665], [2.6431, 2.4473, -2.5545], [-1.9466, 2.0732, -0.1057], [-2.5424, 3.6189, 0.6976], [-1.8719, 0.7165, 1.7824], [1.1310, 9.2976, -2.5723], [0.0635, 9.1109, -1.5077], [0.3994, 8.1256, -0.5342], [1.5662, 8.3731, 0.2463], [1.4793, 9.6403, 1.0781], [1.3877, 8.3388, -3.0339], [0.7795, 9.9824, -3.3498], [2.0503, 9.7140, -2.1499], [-0.8563, 8.7674, -1.9923], [-0.1788, 10.0604, -1.0204], [2.4556, 8.3786, -0.3914], [1.6744, 7.5172, 0.9218], [1.4553, 10.5331, 0.4480], [2.3462, 9.7231, 1.7406], [0.5684, 9.6426, 1.6852], [0.4799, -4.0265, -0.8022], [1.3196, -5.1100, -0.1474], [1.0983, -5.2289, 1.2556], [-0.2215, -5.5789, 1.6649], [-0.6770, -6.9307, 1.1449], [0.6123, -3.0704, -0.2858], [0.7642, -3.9047, -1.8516], [-0.5861, -4.2708, -0.7702], [2.3771, -4.8564, -0.2743], [1.1712, -6.0762, -0.6394], [-0.9272, -4.7898, 1.3871], [-0.2079, -5.6111, 2.7600], [-0.7892, -6.9255, 0.0577], [-1.6445, -7.2010, 1.5785], [0.0526, -7.7073, 1.3956], [-4.4700, -12.0823, 0.0342], [-3.5197, -11.0477, 0.6124], [-3.7275, -9.7354, 0.0962], [-5.0025, -9.1481, 0.3436], [-5.3110, -8.9729, 1.8199], [-4.4405, -12.0648, -1.0599], [-4.2000, -13.0845, 0.3800], [-5.5039, -11.8908, 0.3367], [-2.4953, -11.3274, 0.3459], [-3.5640, -11.0381, 1.7059], [-5.7882, -9.7200, -0.1597], [-4.9858, -8.1604, -0.1305], [-5.4228, -9.9364, 2.3236], [-6.2442, -8.4173, 1.9522], [-4.5027, -8.4319, 2.3223], [2.5922, -9.9853, -0.5007], [2.1941, -9.4847, -1.8787], [2.9173, -8.3284, -2.2929], [4.3299, -8.4717, -2.4186], [4.7430, -9.5050, -3.4516], [2.5287, -9.1785, 0.2364], [1.9372, -10.8038, -0.1877], [3.6211, -10.3573, -0.4909], [1.1378, -9.1976, -1.8539], [2.2825, -10.2776, -2.6278], [4.7782, -8.6860, -1.4435], [4.7142, -7.4935, -2.7282], [4.4562, -10.5145, -3.1464], [5.8282, -9.4943, -3.5904], [4.2611, -9.3038, -4.4138], [3.0324, 9.0222, -7.5419], [3.0940, 9.4656, -6.0902], [3.2263, 8.3837, -5.1718], [4.3996, 7.5837, -5.2947], [5.6861, 8.3598, -5.0755], [2.2503, 8.2694, -7.6828], [2.8240, 9.8759, -8.1936], [3.9777, 8.5765, -7.8657], [2.1562, 9.9721, -5.8400], [3.8928, 10.1973, -5.9342], [4.4083, 7.0680, -6.2600], [4.3252, 6.8047, -4.5277], [5.8504, 9.0959, -5.8665], [6.5449, 7.6820, -5.0671], [5.6535, 8.9016, -4.1248]], "lumo_ev": -4.766, "total_charge": 1, "homo_energy_ev": -10.88}

No. 2
{"formula": "C38H76N2O12", "method": "the ωB97M-V functional and the def2-TZVPD basis", "species": ["C", "O", "C", "C", "C", "C", "C", "C", "C", "C", "C", "C", "N", "O", "C", "O", "C", "C", "C", "C", "C", "O", "C", "C", "C", "N", "C", "C", "H", "H", "H", "H", "H", "H", "H", "H", "H", "H", "H", "H", "H", "H", "H", "H", "H", "H", "H", "H", "H", "H", "H", "H", "H", "H", "H", "H", "H", "H", "H", "H", "H", "H", "H", "H", "C", "O", "C", "C", "O", "C", "H", "H", "H", "H", "H", "H", "H", "H", "H", "H", "C", "O", "C", "C", "O", "C", "H", "H", "H", "H", "H", "H", "H", "H", "H", "H", "C", "O", "C", "C", "O", "C", "H", "H", "H", "H", "H", "H", "H", "H", "H", "H", "C", "O", "C", "C", "O", "C", "H", "H", "H", "H", "H", "H", "H", "H", "H", "H"], "xyz": [[-2.1138, 1.0905, -8.6409], [-0.7881, 0.8830, -8.1968], [-0.6951, 0.1905, -6.9639], [0.7666, 0.1696, -6.5144], [0.9671, -0.8478, -5.3667], [1.2436, -0.2673, -3.9534], [0.0035, 0.2622, -3.2424], [-1.1237, -0.7056, -2.7960], [-0.7749, -2.0242, -2.0918], [-0.7525, -3.2424, -3.0087], [-0.5135, -4.5645, -2.2943], [0.5772, -4.5336, -1.2255], [0.1018, -4.2032, 0.1314], [-1.9372, 0.1061, -1.9216], [-1.3370, 1.2864, -1.6832], [-1.9894, 2.2299, -1.3626], [0.1679, 1.1378, -1.9549], [0.8501, 0.2893, -0.8052], [1.3610, 0.9899, 0.4670], [0.2766, 1.6480, 1.3311], [-0.6346, 0.6071, 2.0184], [-1.9939, 0.6043, 1.5942], [0.9502, 2.4464, -2.1959], [2.3694, 2.3770, -2.3391], [3.1308, 3.5702, -2.5029], [2.5759, 4.8013, -2.5282], [1.2340, 4.8993, -2.4260], [0.3660, 3.7545, -2.2678], [-2.1765, 2.0609, -9.1341], [-2.8285, 1.0761, -7.8074], [-2.4118, 0.3160, -9.3629], [-1.0402, -0.8480, -7.1027], [-1.3464, 0.6739, -6.2158], [1.3671, -0.1189, -7.3843], [1.0845, 1.1750, -6.2144], [0.0605, -1.4616, -5.3395], [1.7846, -1.5299, -5.6215], [1.9246, 0.5797, -4.0851], [1.7429, -1.0317, -3.3453], [-0.4892, 0.9394, -3.9634], [-1.7638, -0.9226, -3.6617], [0.1980, -1.9362, -1.5754], [-1.5296, -2.1786, -1.3066], [0.0112, -3.1288, -3.7785], [-1.7201, -3.3062, -3.5249], [-1.4437, -4.9483, -1.8538], [-0.2187, -5.2966, -3.0597], [1.0805, -5.5062, -1.1918], [1.3477, -3.8027, -1.5179], [0.4038, -3.2780, 0.4133], [-0.9123, -4.1877, 0.1621], [0.1751, -0.5172, -0.4922], [1.7120, -0.1979, -1.2834], [2.1527, 1.7079, 0.2482], [1.7990, 0.2329, 1.1173], [-0.3034, 2.3819, 0.7707], [0.7914, 2.2055, 2.1277], [-0.2756, -0.4036, 1.7901], [-0.5775, 0.7236, 3.1104], [-2.3533, 1.4911, 1.7058], [2.8937, 1.4240, -2.2994], [4.2163, 3.5151, -2.5847], [0.8018, 5.9003, -2.4569], [-0.7018, 3.9067, -2.1564], [3.5202, 0.4248, 3.7447], [2.6721, -0.6670, 3.4294], [3.2560, -1.9306, 3.7085], [2.7604, -2.5000, 5.0210], [3.1517, -1.6995, 6.1202], [2.1289, -0.8373, 6.5867], [2.9111, 1.3280, 3.7344], [3.9704, 0.3108, 4.7326], [4.3147, 0.5291, 2.9973], [4.3470, -1.8463, 3.7274], [2.9833, -2.6135, 2.8969], [3.1861, -3.5003, 5.1633], [1.6708, -2.5935, 4.9917], [1.3705, -1.3990, 7.1437], [1.6425, -0.3001, 5.7695], [2.5924, -0.1171, 7.2591], [-3.5657, -1.7155, 7.0433], [-3.4190, -0.7561, 8.0739], [-2.0758, -0.3824, 8.3239], [-1.7207, 0.9370, 7.6743], [-1.7604, 0.8541, 6.2597], [-2.9419, 1.3849, 5.6849], [-4.6246, -1.7635, 6.7957], [-3.0022, -1.4364, 6.1498], [-3.2373, -2.7052, 7.3794], [-1.3908, -1.1614, 7.9727], [-1.9545, -0.2877, 9.4075], [-0.6994, 1.2077, 7.9612], [-2.3930, 1.7225, 8.0336], [-2.9315, 2.4802, 5.7097], [-3.8351, 1.0233, 6.1993], [-2.9728, 1.0543, 4.6471], [-0.4859, 9.1926, -6.6575], [-1.3560, 8.1495, -7.0551], [-0.8848, 6.8534, -6.7269], [-1.5462, 6.3071, -5.4814], [-1.1941, 7.0749, -4.3489], [-2.1831, 8.0049, -3.9485], [-1.0346, 10.1273, -6.7605], [-0.1672, 9.0769, -5.6188], [0.4001, 9.2314, -7.3003], [0.2015, 6.8634, -6.5920], [-1.1120, 6.1977, -7.5662], [-1.1992, 5.2814, -5.3138], [-2.6335, 6.2818, -5.6104], [-3.0223, 7.4989, -3.4588], [-2.5588, 8.5818, -4.7970], [-1.7181, 8.6830, -3.2348], [2.5205, -6.6050, 3.5355], [1.7872, -5.6012, 4.2087], [0.5429, -5.3000, 3.5951], [-0.6146, -5.9621, 4.3083], [-0.5643, -7.3766, 4.2157], [-0.0565, -8.0084, 5.3744], [3.3352, -6.9051, 4.1927], [1.8990, -7.4762, 3.3141], [2.9428, -6.2221, 2.5999], [0.5557, -5.5871, 2.5402], [0.4073, -4.2148, 3.6404], [-1.5488, -5.6344, 3.8413], [-0.6329, -5.6500, 5.3577], [-0.7869, -7.9786, 6.1907], [0.8735, -7.5439, 5.7110], [0.1378, -9.0483, 5.1164]], "lumo_ev": 0.493, "homo_energy_ev": -9.19, "smiles": "COCCCC[C@H]1[C@@H](CCCCN)OC(=O)[C@]1(CCCCO)c1ccncc1.COCCOC.COCCOC.COCCOC.COCCOC"}

No. 3
{"formula": "C38H76O14", "method": "the ωB97M-V functional and the def2-TZVPD basis", "species": ["C", "C", "O", "C", "C", "O", "H", "H", "H", "H", "H", "H", "H", "H", "C", "C", "O", "C", "C", "O", "H", "H", "H", "H", "H", "H", "H", "H", "C", "C", "C", "O", "H", "H", "H", "H", "H", "H", "C", "C", "C", "O", "H", "H", "H", "H", "H", "H", "C", "C", "C", "O", "H", "H", "H", "H", "H", "H", "C", "C", "C", "O", "H", "H", "H", "H", "H", "H", "C", "C", "C", "O", "H", "H", "H", "H", "H", "H", "C", "C", "C", "O", "H", "H", "H", "H", "H", "H", "C", "C", "C", "O", "H", "H", "H", "H", "H", "H", "C", "C", "C", "O", "H", "H", "H", "H", "H", "H", "C", "C", "C", "O", "H", "H", "H", "H", "H", "H", "C", "C", "C", "O", "H", "H", "H", "H", "H", "H"], "xyz": [[-1.2510, 6.4548, -3.6368], [-2.4950, 5.6978, -3.1958], [-2.1420, 4.3208, -2.6868], [-3.1290, 3.5888, -2.0568], [-2.5520, 2.2258, -1.7328], [-4.3160, 3.9238, -2.0278], [-0.4530, 6.4608, -2.8758], [-1.6190, 7.4328, -4.0808], [-0.6720, 5.9418, -4.3458], [-2.8750, 6.3828, -2.4248], [-3.2190, 5.6498, -3.9838], [-1.7710, 1.7828, -2.3018], [-3.4810, 1.4788, -1.8048], [-2.2220, 2.1578, -0.7638], [-1.5130, 0.3808, 2.1892], [-0.8700, -0.9142, 1.7492], [-0.7950, -0.9832, 0.3342], [-0.1240, -1.9442, -0.2458], [0.0890, -1.7522, -1.7228], [0.5720, -2.7632, 0.3342], [-2.6050, 0.2918, 1.7242], [-1.4610, 1.3038, 1.7492], [-1.4660, 0.4838, 3.3272], [0.0950, -0.8492, 2.2502], [-1.3970, -1.6322, 2.2692], [-0.8970, -2.1082, -2.1538], [0.9270, -2.1962, -2.2598], [0.0130, -0.6312, -1.9968], [-0.8270, -1.8792, 6.1302], [-0.7470, -2.8472, 5.0262], [-2.1070, -3.4172, 4.4882], [0.3620, -3.3432, 4.5062], [-1.5410, -2.3032, 6.8712], [-1.3660, -0.9582, 5.9032], [0.1470, -1.8372, 6.3682], [-2.6130, -4.0462, 5.2302], [-1.8540, -4.2052, 3.6672], [-2.7870, -2.5132, 4.1932], [3.6950, -3.3512, 1.2792], [4.1540, -4.6642, 0.8892], [4.2850, -5.6442, 2.0612], [4.4080, -4.9302, -0.3548], [3.2700, -2.6862, 0.3152], [4.4530, -2.8362, 1.6522], [3.0560, -3.3412, 2.1182], [4.3950, -5.1322, 2.9302], [5.0080, -6.4572, 1.7312], [3.3800, -6.3562, 2.1212], [5.5090, -0.2672, -4.0188], [4.5700, -1.2202, -3.3578], [5.1310, -2.3512, -2.4198], [3.2370, -1.2142, -3.3878], [5.8950, -0.7252, -4.8238], [6.2710, 0.0628, -3.4508], [5.3930, 0.6068, -4.2938], [4.2340, -2.7622, -1.8688], [5.8780, -1.9102, -1.7638], [5.6640, -3.1382, -3.0408], [-4.4420, -1.6812, -0.3428], [-5.0780, -0.3442, -0.6128], [-5.4080, 0.6608, 0.6642], [-5.4920, 0.1828, -1.8298], [-4.9200, -2.2602, 0.5672], [-3.4180, -1.6312, -0.0808], [-4.4150, -2.2682, -1.2808], [-5.3940, 1.6638, 0.4342], [-4.7650, 0.5278, 1.5452], [-6.3830, 0.3138, 0.8552], [2.0420, 2.5838, -5.5268], [2.1230, 3.1198, -4.0538], [1.5810, 2.5178, -2.8538], [2.7370, 4.3468, -3.9298], [2.3360, 1.3828, -5.5928], [2.8190, 3.1198, -6.0518], [1.0720, 2.4268, -5.9368], [1.8550, 3.2738, -2.2758], [1.9520, 1.4858, -2.7788], [0.5660, 2.4288, -2.9208], [0.3920, -4.2142, -4.8958], [1.5950, -5.1642, -4.5748], [2.2770, -4.9422, -3.3058], [1.8890, -6.2132, -5.3178], [-0.4830, -4.2492, -4.3358], [0.0560, -4.6372, -5.7668], [0.7030, -3.1652, -5.0358], [2.3730, -3.9122, -2.9508], [3.2560, -5.4732, -3.3538], [1.7510, -5.4902, -2.5068], [-0.0800, 2.7468, 5.3432], [0.6150, 2.1798, 6.6342], [1.0170, 3.1218, 7.7682], [0.9180, 0.8488, 6.6882], [0.0870, 3.8638, 5.2742], [-1.0900, 2.4968, 5.3532], [0.3880, 2.1538, 4.7042], [1.9100, 2.7348, 8.1512], [0.2700, 2.9628, 8.6742], [0.9280, 4.2398, 7.5122], [-2.1290, -1.5162, -6.3738], [-2.2250, -1.0432, -4.8908], [-3.5360, -1.2692, -4.1138], [-1.2730, -0.3512, -4.3678], [-3.0200, -1.1702, -6.7068], [-2.2240, -2.7262, -6.3408], [-1.3500, -1.2492, -6.9378], [-4.2880, -0.8922, -4.8018], [-3.4830, -0.5572, -3.3008], [-3.7210, -2.2872, -3.7618], [-3.4390, 5.5608, 0.9332], [-2.7170, 4.5108, 1.7942], [-3.1600, 4.3228, 3.1742], [-1.6630, 3.9288, 1.3722], [-3.0740, 5.5148, -0.1228], [-3.2250, 6.4758, 1.3872], [-4.4970, 5.2058, 0.8602], [-2.6970, 3.4838, 3.8132], [-4.2760, 4.3698, 3.2422], [-2.7070, 4.9868, 3.8782], [4.0230, 0.3758, 5.4832], [3.7170, -0.3712, 4.2082], [2.3380, -0.5092, 3.7342], [4.7340, -1.0132, 3.6602], [5.0560, 0.3358, 5.5882], [3.5020, -0.0642, 6.2022], [4.0610, 1.3458, 5.3472], [2.3880, -1.6092, 3.3902], [2.3510, 0.1008, 2.8772], [1.4740, -0.1492, 4.3852]], "lumo_ev": -0.048, "de_lowest_ev": 12.242, "homo_energy_ev": -9.15, "smiles": "CCOC(C)=O.CCOC(C)=O.CC(C)=O.CC(C)=O.CC(C)=O.CC(C)=O.CC(C)=O.CC(C)=O.CC(C)=O.CC(C)=O.CC(C)=O.CC(C)=O"}